{
  "formula": "C16H17N",
  "method": "ωB97M-V/def2-TZVPD",
  "spin_multiplicity": 1,
  "homo_ev": -7.75,
  "total_energy_ha": -674.60571,
  "gap_ev": 8.66,
  "largest_force_ev_per_a": 2.64,
  "symbols": ["C", "C", "C", "N", "C", "C", "C", "C", "C", "C", "H", "H", "H", "H", "H", "H", "H", "H", "H", "C", "C", "C", "C", "C", "C", "C", "H", "H", "H", "H", "H", "H", "H", "H"],
  "coordinates": [[1.5570, 1.9525, -0.3086], [1.5314, 1.0832, 0.8726], [2.5074, 0.2275, 1.3415], [1.9871, -0.5388, 2.3607], [0.6077, -0.3911, 2.4200], [-0.4622, -1.0908, 2.9692], [-1.7690, -0.6666, 2.9044], [-2.0252, 0.5158, 2.1369], [-0.9542, 1.2079, 1.6401], [0.3697, 0.7496, 1.6062], [1.3188, 3.0102, -0.1429], [0.8153, 1.7532, -1.0783], [2.3952, 1.9099, -1.0201], [3.5572, 0.0983, 1.1464], [2.4806, -1.2583, 2.8372], [-0.1838, -1.9571, 3.5721], [-2.5796, -1.1578, 3.4134], [-3.0474, 0.8691, 2.1335], [-1.0673, 2.1607, 1.1135], [-1.9328, 1.0473, -2.1678], [-0.8998, -0.0102, -2.0522], [0.0838, -0.2319, -3.0538], [0.9694, -1.2662, -2.9843], [0.9601, -2.0705, -1.8312], [0.0801, -1.8258, -0.8067], [-0.8896, -0.8332, -0.9309], [-1.8802, 1.7774, -1.3540], [-2.9559, 0.6580, -2.0752], [-1.9682, 1.5282, -3.1479], [0.0098, 0.4713, -3.8816], [1.4983, -1.8160, -3.7568], [1.5526, -2.9670, -1.7101], [-0.0254, -2.4572, 0.0711], [-1.6410, -0.4816, -0.2363]]
}